No. 1
C3H4O5 | the ωB97M-V functional and the def2-TZVPD basis

Values from the calculation:
* HOMO level: -0.396 Ha
* HOMO-LUMO gap: 0.3954 Eh
* strongest force on any atom: 8.049 eV Å⁻¹
* E: -13411.617 eV
* energy relative to the best compared isomer or geometry (same formula, charge and spin): 214.8 kJ/mol
* LUMO: -0.02 eV
* SMILES: O=C(O)C(O)C(=O)O

```
12
Properties=species:S:1:pos:R:3:forces:R:3
C 0.543 -0.286 0.466 1.62 0.73 -0.16
C 0.863 0.220 -0.969 0.07 -0.29 0.69
C -0.860 0.271 0.770 -4.99 -2.95 0.70
H -0.231 -2.000 0.315 -1.59 -0.85 -0.55
H 1.435 0.418 0.952 -2.60 -2.62 -0.17
H 0.817 -0.209 -2.901 -1.01 -1.08 2.68
H -1.917 1.242 1.813 1.35 1.16 -0.06
O 0.598 -1.730 0.658 1.29 3.10 0.45
O 0.479 -0.622 -1.995 1.84 2.89 -1.28
O 1.413 1.302 -0.933 -0.60 -1.03 -2.21
O -0.942 1.410 1.584 -1.92 -3.43 -1.78
O -1.969 -0.446 0.463 6.53 4.39 1.70
```
Positions in Å, forces in eV/Å.

***

No. 2
C10H24F6NO16S8Sr2Zr | the ωB97M-V functional and the def2-TZVPD basis

Values from the calculation:
* HOMO level: -0.618 Ha
* HOMO-LUMO gap: 0.2483 Eh
* strongest force on any atom: 10.902 eV Å⁻¹
* E: -150924.800 eV
* LUMO: -10.05 eV
* total charge: +3

```
68
Properties=species:S:1:pos:R:3:forces:R:3
Sr -2.332 -3.893 -1.225 2.02 -1.08 -0.64
Sr -5.367 -1.400 0.639 -0.17 2.19 0.97
Zr -1.038 1.865 0.067 0.64 -0.05 1.50
S -4.006 1.141 1.677 -3.37 1.66 1.41
O -4.635 1.884 2.705 0.85 1.01 0.91
O -4.941 1.021 0.559 -0.96 -1.12 -2.44
O -2.773 1.801 1.157 1.12 1.27 -1.13
O -3.760 -0.220 2.111 1.31 -3.04 0.35
S -1.905 -0.748 -0.682 1.84 -0.45 3.43
O -1.671 0.505 -1.282 -3.13 4.40 -9.47
O -3.297 -1.209 -0.473 0.82 -0.71 -0.85
O -1.109 -1.800 -1.242 -0.38 -1.18 -0.33
O -1.256 -0.103 0.512 0.82 -4.58 5.56
C 2.812 4.323 -0.581 0.99 -0.04 0.88
F 2.032 5.392 -0.206 0.83 -2.07 -1.76
F 2.721 3.856 -1.862 -0.56 1.45 2.12
F 4.081 4.652 -0.311 -1.49 -0.55 -0.54
S 2.360 2.917 0.782 0.86 0.12 0.47
O 3.545 2.284 1.288 -0.86 -0.24 -1.54
O 1.660 3.620 1.775 -1.96 1.36 0.75
N 1.078 1.831 0.014 4.45 1.05 1.60
S 1.976 0.698 -0.644 1.79 -1.27 -2.12
O 1.132 0.052 -1.596 -0.87 -1.18 -0.14
O 3.239 1.168 -1.162 -1.07 -0.34 1.12
C 2.387 -0.740 0.651 2.09 0.35 0.90
F 1.469 -1.667 0.664 -1.66 -0.44 -0.32
F 3.527 -1.433 0.286 -1.30 1.92 0.51
F 2.477 -0.281 1.945 0.21 -0.35 -1.89
C -1.031 -2.928 2.475 0.41 -0.08 -0.28
S -0.520 -4.606 2.002 0.55 -0.60 3.21
O -0.789 -4.797 0.544 -0.20 0.83 -1.96
C 1.284 -4.479 2.527 -0.17 0.11 -1.48
H -0.177 -2.434 2.939 -0.23 -0.03 0.24
H -1.892 -3.028 3.137 0.17 0.15 0.07
H -1.275 -2.319 1.605 -0.02 -0.14 -0.10
H 1.367 -4.453 3.614 -0.61 0.16 -0.01
H 1.732 -3.604 2.057 -0.05 0.07 0.20
H 1.857 -5.346 2.199 -0.42 -0.21 -0.16
C -0.031 4.354 -4.046 -0.71 -0.59 0.87
S 0.304 2.627 -3.516 -0.37 -0.35 -0.96
O -0.269 2.496 -2.085 -1.15 0.84 -0.07
C -0.894 1.713 -4.632 0.53 -0.13 0.93
H 0.466 4.652 -4.969 0.40 -0.31 0.26
H 0.276 4.893 -3.150 0.30 0.36 -0.35
H -1.101 4.517 -4.173 -0.07 -0.20 0.05
H -1.861 2.142 -4.370 -0.08 -0.32 -0.36
H -0.798 0.649 -4.420 -0.24 0.07 0.89
H -0.667 1.654 -5.697 0.24 1.23 -0.04
C -1.091 0.297 4.441 0.53 0.81 -0.56
S 0.048 1.444 3.623 0.54 0.65 0.63
O -0.375 1.678 2.160 -0.73 0.33 -0.04
C -0.317 3.039 4.484 0.61 -0.93 -0.77
H -0.889 -0.661 3.963 -0.60 0.12 0.00
H -2.097 0.714 4.393 -0.11 -0.53 -0.04
H -0.709 0.245 5.460 -0.09 0.12 0.11
H -1.391 3.223 4.484 0.20 0.25 -0.14
H 0.327 3.680 3.882 -0.57 0.48 -0.14
H 0.133 3.072 5.476 -0.21 -0.51 0.10
C 1.970 -4.133 -2.061 -0.75 -1.08 -0.76
S 0.739 -4.156 -3.485 2.74 0.40 -0.67
O -0.627 -4.492 -2.967 -1.77 0.73 1.43
C 0.800 -2.393 -4.024 -0.63 0.13 2.30
H 2.976 -4.013 -2.464 -0.14 0.81 -0.14
H 2.018 -5.187 -1.789 -0.43 -0.16 0.15
H 1.709 -3.564 -1.168 -0.01 0.40 -0.44
H 1.822 -2.056 -4.199 -0.07 -0.53 -0.99
H 0.595 -1.805 -3.130 -0.27 -0.02 0.35
H -0.027 -2.147 -4.690 0.62 -0.41 -0.64
```
Positions in Å, forces in eV/Å.

***

No. 3
C35H69BrIO15P | the ωB97M-V functional and the def2-TZVPD basis

Values from the calculation:
* HOMO level: -0.333 Ha
* HOMO-LUMO gap: 0.3315 Eh
* strongest force on any atom: 4.624 eV Å⁻¹
* E: -155557.114 eV
* LUMO: -0.05 eV
* SMILES: CCCCCCC(=O)O[C@H](CCCI)P(O)Br.CCOC(C)=O.CCOC(C)=O.CCOC(C)=O.CCOC(C)=O.CCOC(C)=O.CCOC(C)=O

```
122
Properties=species:S:1:pos:R:3:forces:R:3
C 6.684 -0.307 0.021 0.20 0.23 -0.67
C 6.502 1.284 0.267 0.00 -0.01 0.08
C 5.323 1.911 -0.659 0.19 -1.41 0.75
C 3.947 1.191 -0.208 -0.31 0.99 0.38
C 2.656 2.153 -0.320 -0.21 -1.03 -0.05
C 1.598 1.586 0.766 -0.58 0.02 0.04
C 0.112 2.123 0.551 0.06 4.04 -2.16
O -0.028 3.246 -0.003 0.23 -4.21 1.89
O -1.080 1.424 0.885 2.30 0.79 1.14
C -1.070 0.942 2.247 -1.05 -3.21 1.15
C -2.008 -0.392 2.248 1.05 -0.24 -0.34
C -1.083 -1.705 2.159 -0.71 -0.39 -0.61
C -0.853 -2.134 0.613 0.67 0.86 0.89
I -2.549 -3.426 0.037 0.92 0.63 0.01
P -1.691 2.236 3.521 -1.04 1.34 -0.20
O -3.275 1.861 4.050 2.30 -0.87 0.45
Br -0.376 1.835 5.363 -0.53 -0.39 -0.77
H 5.829 -0.760 -0.600 1.15 0.78 0.96
H 6.749 -0.900 0.994 0.05 0.86 -1.31
H 7.640 -0.466 -0.600 -1.41 0.05 1.07
H 7.501 1.826 0.066 -1.56 -0.86 0.26
H 6.278 1.434 1.390 0.15 0.01 -1.77
H 5.259 3.053 -0.548 0.12 -1.77 -0.28
H 5.554 1.580 -1.730 -0.36 0.86 1.35
H 4.033 0.914 0.908 0.03 0.25 -1.61
H 3.723 0.247 -0.817 0.51 1.37 0.95
H 2.235 2.030 -1.371 0.35 0.28 1.34
H 2.887 3.256 -0.169 -0.21 -1.53 0.06
H 1.593 0.445 0.707 0.04 1.43 0.29
H 1.917 1.933 1.818 -0.42 -0.72 -1.52
H -0.054 0.593 2.628 -1.01 0.76 -0.81
H -2.660 -0.475 3.174 0.75 0.33 -1.29
H -2.629 -0.345 1.285 0.56 -0.01 1.61
H -0.091 -1.542 2.698 -1.20 -0.21 -0.78
H -1.625 -2.587 2.660 0.95 1.37 -0.58
H -0.854 -1.217 -0.071 -0.13 -1.39 0.93
H 0.130 -2.691 0.484 -1.49 0.42 0.08
H -3.237 1.273 4.848 -0.22 0.42 -0.91
O -3.158 -1.031 7.193 0.40 0.56 0.35
C -2.812 -0.493 8.219 -0.15 -0.48 -0.22
O -1.763 0.350 8.215 -0.02 0.21 -0.45
C -1.381 1.177 9.324 0.12 -0.08 0.25
C -0.509 0.412 10.299 -0.01 -0.19 0.06
C -3.483 -0.817 9.524 -0.51 0.38 0.26
H -2.257 1.622 9.801 0.00 -0.13 -0.02
H -0.806 2.005 8.902 -0.14 -0.17 -0.21
H -1.040 -0.438 10.732 -0.03 0.10 0.05
H -0.178 1.063 11.111 -0.01 -0.03 -0.06
H 0.370 0.010 9.789 -0.04 0.14 0.00
H -3.056 -1.737 9.926 -0.02 0.05 -0.03
H -4.548 -0.966 9.335 0.19 -0.21 -0.09
H -3.412 -0.026 10.267 0.19 -0.10 0.06
O 5.096 6.888 -1.622 -0.70 -0.30 0.04
C 3.893 6.857 -1.742 0.56 0.11 -0.20
O 3.232 5.694 -1.596 0.30 -0.23 0.36
C 1.801 5.577 -1.538 -0.23 -0.05 -0.20
C 1.204 5.516 -2.929 0.06 0.11 -0.17
C 3.127 8.087 -2.141 -0.33 0.44 0.45
H 1.367 6.373 -0.926 0.09 0.04 -0.09
H 1.592 4.641 -1.018 0.18 0.18 -0.04
H 1.405 6.428 -3.494 -0.08 0.01 0.06
H 0.123 5.373 -2.876 0.07 -0.02 0.03
H 1.642 4.690 -3.495 -0.06 -0.02 0.12
H 3.178 8.204 -3.224 0.00 -0.01 0.07
H 3.591 8.952 -1.662 0.15 -0.13 -0.22
H 2.087 8.082 -1.822 -0.04 -0.10 -0.20
O -7.385 -2.188 -5.366 0.45 0.52 0.39
C -7.044 -1.642 -4.342 -0.21 -0.54 -0.24
O -6.003 -0.789 -4.350 0.01 0.27 -0.52
C -5.629 0.046 -3.243 0.15 -0.07 0.29
C -4.750 -0.709 -2.266 0.00 -0.18 0.04
C -7.712 -1.968 -3.037 -0.51 0.39 0.27
H -6.510 0.484 -2.767 -0.01 -0.14 -0.03
H -5.061 0.878 -3.666 -0.13 -0.17 -0.20
H -5.272 -1.563 -1.831 -0.01 0.10 0.05
H -4.425 -0.053 -1.456 -0.01 -0.03 -0.05
H -3.868 -1.104 -2.776 -0.04 0.12 0.02
H -7.277 -2.882 -2.630 -0.02 0.06 -0.03
H -8.776 -2.128 -3.224 0.20 -0.21 -0.09
H -7.649 -1.173 -2.297 0.19 -0.10 0.06
O -1.494 0.109 -7.651 -0.68 -0.29 0.04
C -2.698 0.067 -7.764 0.50 0.07 -0.19
O -3.346 -1.104 -7.629 0.35 -0.21 0.31
C -4.776 -1.236 -7.564 -0.27 0.02 -0.21
C -5.380 -1.286 -8.952 0.06 0.09 -0.18
C -3.479 1.293 -8.143 -0.33 0.44 0.46
H -5.213 -0.452 -6.941 0.07 -0.04 -0.07
H -4.973 -2.180 -7.053 0.23 0.15 0.04
H -5.191 -0.365 -9.508 -0.08 0.01 0.06
H -6.460 -1.440 -8.895 0.07 -0.01 0.04
H -4.938 -2.101 -9.531 -0.06 -0.01 0.11
H -3.436 1.425 -9.225 0.00 -0.01 0.07
H -3.022 2.157 -7.656 0.15 -0.13 -0.23
H -4.518 1.274 -7.818 -0.04 -0.11 -0.20
O 3.487 -0.549 -3.052 -0.18 -0.66 0.33
C 2.803 -1.540 -2.928 0.18 0.28 -0.40
O 3.245 -2.571 -2.184 0.29 0.33 0.36
C 2.446 -3.710 -1.823 -0.01 -0.31 -0.08
C 2.456 -4.753 -2.922 -0.03 0.04 -0.23
C 1.500 -1.674 -3.664 -0.59 0.16 0.32
H 1.435 -3.405 -1.540 0.03 0.04 -0.13
H 2.903 -4.131 -0.925 0.06 0.27 -0.05
H 2.022 -4.367 -3.847 -0.08 -0.04 0.07
H 1.891 -5.636 -2.618 0.04 0.06 0.02
H 3.480 -5.051 -3.154 -0.06 0.00 0.13
H 1.698 -2.005 -4.685 -0.03 0.04 0.06
H 1.017 -0.695 -3.690 0.23 -0.04 -0.20
H 0.792 -2.351 -3.191 0.09 -0.17 -0.12
O 2.192 -4.925 1.733 0.36 0.54 0.32
C 2.537 -4.371 2.752 -0.11 -0.47 -0.20
O 3.573 -3.512 2.733 -0.04 0.23 -0.49
C 3.947 -2.671 3.834 0.14 -0.07 0.23
C 4.836 -3.415 4.810 0.00 -0.19 0.06
C 1.879 -4.695 4.064 -0.52 0.39 0.26
H 3.066 -2.237 4.312 -0.01 -0.13 -0.01
H 4.506 -1.837 3.403 -0.13 -0.18 -0.21
H 4.322 -4.270 5.252 -0.03 0.10 0.05
H 5.161 -2.753 5.615 -0.01 -0.02 -0.06
H 5.719 -3.806 4.298 -0.05 0.14 0.00
H 2.323 -5.604 4.472 -0.03 0.05 -0.03
H 0.815 -4.862 3.884 0.19 -0.21 -0.09
H 1.942 -3.895 4.799 0.19 -0.10 0.06
```
Positions in Å, forces in eV/Å.

***

No. 4
H30O15 | the ωB97M-V functional and the def2-TZVPD basis

Values from the calculation:
* HOMO level: -0.387 Ha
* HOMO-LUMO gap: 0.3663 Eh
* strongest force on any atom: 4.820 eV Å⁻¹
* E: -31196.051 eV
* energy relative to the best compared isomer or geometry (same formula, charge and spin): 541.7 kJ/mol
* LUMO: -0.55 eV

```
45
Properties=species:S:1:pos:R:3:forces:R:3
H 1.692 -0.539 -0.128 -0.38 -0.35 -0.04
H 0.185 -0.728 -0.186 0.05 -0.15 0.02
H -2.597 0.396 -1.418 0.60 -0.07 -0.34
H -1.996 1.473 -0.530 0.16 0.05 -0.29
H -0.976 -1.220 4.011 0.16 0.27 -0.01
H 0.136 -2.012 3.343 0.08 0.02 0.05
H 3.387 1.420 -1.703 -0.28 -0.15 -0.45
H 4.836 1.302 -1.260 0.22 -0.07 -0.11
H -1.324 -1.360 -2.786 0.09 -0.15 -0.13
H -2.331 -1.886 -1.775 0.40 -0.37 -0.20
H 1.806 1.804 -0.019 -0.28 0.16 -0.06
H 2.777 2.833 -0.574 -0.04 0.26 0.09
H -0.059 4.411 -0.008 0.14 -0.17 -0.12
H -1.175 3.379 -0.022 -0.02 0.32 -0.03
H 2.568 -0.090 2.665 -0.14 -0.02 0.11
H 2.755 0.221 1.189 0.21 0.12 0.36
H -4.824 1.214 0.030 0.02 0.66 0.23
H -3.601 1.241 0.932 -0.34 0.47 -0.03
H -5.041 -0.483 -0.779 -0.11 -0.11 -0.05
H -4.237 -0.343 0.503 -0.02 -0.47 -0.05
H -1.976 1.357 2.889 -0.01 0.13 0.22
H -0.472 1.150 2.827 0.23 -0.24 0.16
H 0.362 1.644 -2.641 0.20 0.30 0.11
H 0.600 0.162 -2.400 0.31 -0.21 0.14
H 2.996 -3.213 -1.161 -0.14 0.05 0.09
H 3.944 -2.407 -0.288 -0.06 -0.41 -0.37
H -3.783 -2.565 -1.197 -0.53 -0.24 0.43
H -4.232 -4.015 -1.137 0.04 0.08 0.04
H 5.749 -1.909 0.910 0.09 0.02 0.08
H 4.547 -1.066 0.518 0.16 0.17 0.20
O 1.014 -1.156 -0.427 -0.04 0.04 -0.28
O -2.840 1.140 -0.854 2.75 -1.94 -2.83
O -0.016 -1.311 3.987 0.16 -0.56 0.00
O 4.261 1.169 -2.022 -0.01 0.04 0.44
O -1.437 -2.034 -2.106 0.14 0.86 -0.03
O 1.866 2.731 -0.277 0.62 0.03 0.30
O -0.599 3.883 -0.607 -0.49 -0.01 0.09
O 2.079 0.163 1.874 0.16 0.19 -0.15
O -4.203 1.819 0.450 -2.94 1.64 3.45
O -4.881 -0.913 0.068 0.04 -0.32 -0.29
O -1.254 0.893 3.328 -0.52 0.41 -0.43
O 0.993 1.030 -2.249 -0.41 -0.17 -0.26
O 3.293 -3.116 -0.249 0.28 0.10 0.06
O -3.485 -3.461 -1.390 -0.33 -0.19 -0.01
O 5.496 -1.009 0.672 -0.22 0.00 -0.08
```
Positions in Å, forces in eV/Å.

***

No. 5
H16O8Xe | the ωB97M-V functional and the def2-TZVPD basis

Values from the calculation:
* HOMO level: -0.399 Ha
* HOMO-LUMO gap: 0.3940 Eh
* strongest force on any atom: 0.903 eV Å⁻¹
* E: -25601.907 eV
* energy relative to the best compared isomer or geometry (same formula, charge and spin): 67.5 kJ/mol
* LUMO: -0.13 eV

```
25
Properties=species:S:1:pos:R:3:forces:R:3
Xe 0.139 -0.177 0.846 -0.03 -0.08 0.21
O -3.940 -0.201 0.326 -0.18 0.21 0.40
H -3.496 -0.960 -0.053 0.24 -0.31 -0.27
H -4.175 0.340 -0.428 -0.02 0.13 -0.16
O -1.114 -3.793 0.792 0.34 -0.38 0.57
H -0.772 -4.251 0.025 0.06 -0.12 -0.10
H -1.578 -3.037 0.433 -0.29 0.25 -0.27
O -0.242 -1.004 -2.649 0.03 -0.30 0.17
H 0.341 -1.755 -2.762 0.29 -0.22 -0.09
H 0.128 -0.326 -3.214 -0.14 0.45 -0.15
O -0.096 2.051 -1.851 -0.76 -0.11 -0.48
H 0.264 2.910 -1.629 0.23 0.09 0.00
H 0.542 1.427 -1.506 0.25 0.12 0.25
O 2.415 3.249 1.905 0.15 -0.23 -0.18
H 1.601 3.347 1.412 -0.27 0.07 -0.17
H 2.277 3.762 2.701 0.06 0.07 0.26
O 2.490 1.942 -0.932 -0.02 0.05 -0.12
H 2.882 1.227 -1.434 0.22 -0.13 -0.19
H 2.783 1.792 -0.033 0.19 0.09 0.47
O -2.337 -2.228 -1.167 -0.33 -0.13 0.29
H -2.608 -2.994 -1.673 -0.29 -0.21 -0.09
H -1.515 -1.952 -1.574 0.29 0.67 -0.34
O 2.311 0.160 4.390 0.22 -0.02 0.19
H 2.236 -0.076 3.465 -0.01 -0.05 -0.26
H 1.464 0.548 4.608 -0.22 0.08 0.07
```
Positions in Å, forces in eV/Å.

***

No. 6
C6H11ClF3O2PS | the ωB97M-V functional and the def2-TZVPD basis

Values from the calculation:
* HOMO level: -0.330 Ha
* HOMO-LUMO gap: 0.3460 Eh
* strongest force on any atom: 3.332 eV Å⁻¹
* E: -51291.124 eV
* energy relative to the best compared isomer or geometry (same formula, charge and spin): 118.6 kJ/mol
* LUMO: 0.45 eV
* SMILES: CCP(Cl)(=CS(=O)(=O)C(F)(F)F)CC

```
25
Properties=species:S:1:pos:R:3:forces:R:3
C 0.404 -0.787 -0.986 2.92 1.02 1.07
C -2.704 -0.379 -0.926 0.01 0.88 -1.17
C -0.279 -0.807 2.806 -0.23 0.17 -1.97
C -2.036 -0.410 0.396 0.54 2.05 2.49
C 0.121 0.438 2.016 1.79 2.81 0.07
C 2.463 0.896 -2.675 -1.67 1.20 0.83
O 3.466 -0.673 -0.950 0.40 -1.12 0.08
O 2.186 1.213 -0.044 0.29 0.40 -0.02
F 1.463 1.787 -2.815 -0.04 0.30 -0.10
F 2.279 -0.022 -3.563 0.32 -1.28 -1.29
F 3.590 1.544 -2.859 0.62 -0.18 0.15
P -0.344 0.270 0.232 0.36 -2.14 0.82
S 2.293 0.135 -0.998 -2.02 -0.96 0.41
Cl -0.457 2.010 -0.607 -0.75 1.62 -0.16
H 0.593 -1.834 -0.603 -0.06 1.07 -0.43
H -2.789 -1.352 -1.358 0.42 -0.77 -0.30
H -3.744 -0.081 -0.859 0.00 0.78 -0.15
H -2.021 0.237 -1.582 -1.69 -0.54 0.04
H 0.151 -1.654 2.233 0.61 0.08 1.27
H 0.090 -0.498 3.776 -0.20 -1.37 0.57
H -1.358 -1.061 2.688 0.66 0.78 0.97
H -1.864 -1.409 0.740 -0.13 -0.63 0.46
H -2.460 0.244 1.308 0.39 -1.51 -2.18
H 1.247 0.798 2.164 -2.04 -1.61 -0.72
H -0.289 1.394 2.467 -0.51 -1.04 -0.76
```
Positions in Å, forces in eV/Å.

***

strongest force on any atom of number 1 (C3H4O5)? 8.049 eV Å⁻¹